DFT (ωB97M-V/def2-TZVPD) results for a molecular structure, C13H17BrOTc in a non-equilibrium geometry.

The geometry in XYZ format:
```
33
Properties=species:S:1:pos:R:3:forces:R:3
C 1.991 1.520 0.056 -0.951 0.748 -0.326
C 1.172 2.441 -0.694 0.741 0.670 0.311
C 0.055 2.865 0.154 1.269 1.350 0.949
H 1.291 2.655 -1.771 -0.094 -0.037 0.920
C 0.230 2.195 1.466 1.894 1.182 -0.387
C 1.430 1.369 1.380 -1.248 1.319 -0.169
H 1.818 0.753 2.195 -0.286 0.205 -0.523
H 2.883 0.989 -0.316 -0.810 0.306 0.156
H -0.839 3.413 -0.146 0.609 0.366 0.123
H -0.401 2.279 2.337 -0.057 0.049 -0.127
Tc -0.264 0.937 -0.092 1.111 -7.512 -0.455
Br -1.343 0.798 -2.219 -0.570 0.366 -0.924
C -0.405 -3.094 -0.357 0.297 0.717 -0.728
C 0.182 -2.593 0.853 0.073 0.186 -0.727
C 1.155 -1.620 0.504 -0.367 0.265 -1.148
H -0.096 -2.824 1.889 0.096 -0.118 -0.653
C 1.139 -1.485 -0.950 0.352 1.290 1.264
C 0.182 -2.391 -1.474 -1.228 -0.834 1.465
H -0.128 -2.436 -2.522 0.161 -0.152 0.526
H -1.236 -3.828 -0.414 0.782 0.663 0.014
H 1.889 -1.174 1.166 -0.178 -0.243 -0.145
H 1.827 -0.843 -1.524 -0.347 -0.692 0.245
C -3.855 0.251 0.355 -0.032 0.021 0.032
C -2.739 0.687 1.282 -0.363 0.081 0.498
C -3.032 0.328 2.735 -0.081 0.043 -0.140
O -1.539 0.027 0.965 -0.456 -0.090 -0.288
H -3.980 -0.828 0.431 -0.029 -0.080 -0.019
H -3.624 0.502 -0.678 -0.059 -0.001 0.002
H -4.788 0.736 0.645 -0.063 0.008 -0.032
H -2.605 1.785 1.180 -0.092 -0.212 0.116
H -3.222 -0.748 2.781 -0.074 0.086 0.062
H -2.153 0.526 3.348 -0.023 0.112 0.088
H -3.892 0.874 3.128 0.022 -0.061 0.021
```
Positions in Å, forces in eV/Å.

Values from the calculation:
Multiplicity = 4
Expectation value of S² = 3.798
Max |F| = 7.61 eV/A
Highest occupied orbital energy (alpha / beta) = -7.51 / -6.91 eV
ΔE to the lowest compared entry with this formula, charge and spin = 0.0 kJ/mol

=====

DFT (ωB97M-V/def2-TZVPD) results for a molecular structure, C29H31FeN4O3P2S in a non-equilibrium geometry.

The geometry in XYZ format:
```
71
Properties=species:S:1:pos:R:3:forces:R:3
Fe -0.394 0.367 0.070 -1.293 -0.376 -0.195
C 2.181 -1.631 1.754 -0.185 0.069 -0.168
P 1.562 0.045 1.352 1.259 -0.095 0.651
C 1.689 0.846 3.000 -0.098 -0.056 -0.182
C 2.965 0.867 0.499 -0.110 0.008 -0.038
C 4.274 0.676 0.934 0.003 0.035 -0.041
C 5.326 1.325 0.313 0.039 -0.030 0.039
C 5.077 2.190 -0.743 0.015 0.006 0.005
C 3.779 2.392 -1.178 -0.003 0.036 -0.069
C 2.710 1.728 -0.581 -0.139 -0.169 0.174
P 0.978 1.946 -1.179 0.500 0.865 -0.380
C 1.195 2.192 -2.982 -0.147 -0.267 0.092
C 0.631 3.667 -0.655 -0.153 -0.197 0.058
H 2.466 -2.146 0.836 0.012 -0.005 0.067
H 1.360 -2.178 2.219 0.007 -0.005 0.017
H 3.023 -1.598 2.444 0.023 0.017 0.013
H 2.734 0.905 3.303 0.033 -0.023 -0.006
H 1.129 0.257 3.725 0.074 0.030 -0.046
H 1.266 1.850 2.957 0.111 -0.002 0.015
H 4.477 0.013 1.766 0.001 -0.015 -0.002
H 6.339 1.158 0.655 0.010 0.010 -0.009
H 5.896 2.704 -1.228 -0.005 0.015 -0.001
H 3.604 3.076 -1.999 -0.009 -0.020 -0.018
H 1.830 3.047 -3.204 0.020 0.018 0.024
H 0.210 2.380 -3.412 0.326 -0.043 -0.018
H 1.609 1.296 -3.443 0.010 -0.012 -0.002
H 1.424 4.336 -0.987 0.024 -0.007 -0.007
H 0.529 3.711 0.428 -0.015 0.009 -0.002
H -0.319 3.967 -1.096 -0.006 0.023 0.042
S -0.918 -4.106 -1.140 -0.006 0.108 -0.019
C 0.706 -3.580 -1.512 -0.114 0.142 0.059
C 1.795 -4.347 -1.876 0.019 0.044 0.062
C 3.006 -3.711 -2.131 0.074 -0.074 0.024
C 3.109 -2.329 -2.019 0.053 0.008 0.022
C 2.015 -1.560 -1.657 -0.313 0.027 -0.116
C 0.786 -2.176 -1.403 0.238 -0.373 -0.085
N -0.378 -1.551 -1.049 0.263 1.154 0.500
C -1.417 -2.410 -0.958 -0.247 -0.430 -0.004
C -2.784 -2.071 -0.866 0.101 0.366 -0.121
C -3.756 -3.055 -0.525 0.029 0.014 -0.012
C -5.094 -2.772 -0.490 0.001 0.098 -0.018
C -5.560 -1.482 -0.795 -0.093 -0.038 0.047
C -4.656 -0.503 -1.148 0.173 0.131 0.022
C -3.288 -0.767 -1.201 -0.284 -0.599 0.467
H 1.707 -5.422 -1.965 0.011 -0.008 0.006
H 3.869 -4.296 -2.420 -0.006 -0.002 -0.010
H 4.055 -1.843 -2.221 -0.004 0.007 -0.007
H 2.088 -0.483 -1.594 0.087 -0.056 -0.072
H -3.408 -4.051 -0.283 -0.046 -0.028 0.026
H -5.806 -3.543 -0.224 0.045 -0.042 0.018
H -6.617 -1.260 -0.751 0.015 0.030 -0.029
H -4.997 0.496 -1.396 -0.002 -0.012 0.016
C -1.475 0.894 3.949 0.064 -0.111 -0.153
C -2.232 0.372 2.735 -0.520 0.737 -0.014
C -3.533 -0.282 3.162 0.226 -0.101 0.003
O -1.368 -0.558 2.042 -0.206 -0.301 -0.091
C -2.494 1.619 1.811 -0.070 -0.799 0.902
O -3.421 2.368 2.053 0.266 -0.129 -0.200
O -1.583 1.750 0.918 0.682 0.195 -1.178
H -1.172 0.054 4.578 0.003 0.023 0.060
H -2.117 1.561 4.520 -0.018 0.007 -0.016
H -0.586 1.443 3.638 -0.277 -0.003 0.116
H -3.340 -1.064 3.900 -0.020 0.002 -0.011
H -4.051 -0.717 2.310 -0.120 -0.071 -0.172
H -4.178 0.478 3.597 -0.018 -0.013 -0.028
H -1.926 -1.230 1.624 -0.041 -0.091 0.054
N -1.799 3.825 -4.588 0.048 -0.113 0.079
C -1.929 3.093 -3.703 -0.278 0.057 -0.466
N -2.030 2.362 -2.625 -0.360 0.403 0.416
C -2.370 1.242 -2.252 0.610 -0.619 0.640
N -2.401 0.222 -1.613 -0.269 0.639 -0.731
```
Positions in Å, forces in eV/Å.

Values from the calculation:
Multiplicity = 6
Expectation value of S² = 8.796
Max |F| = 1.42 eV/A
Highest occupied orbital energy (alpha / beta) = -5.21 / -8.04 eV
ΔE to the lowest compared entry with this formula, charge and spin = 41.7 kJ/mol

=====

DFT (ωB97M-V/def2-TZVPD) results for C7H10N4 in the gas phase in a non-equilibrium geometry.

The geometry in XYZ format:
```
21
Properties=species:S:1:pos:R:3:forces:R:3
C -2.095 0.677 0.107 -0.107 -0.318 0.637
C 0.790 -1.328 1.071 -1.255 0.452 -0.096
C -0.665 -0.027 -1.964 -0.196 -2.708 3.530
C 1.264 0.634 -0.668 0.650 -4.790 -2.323
C -1.018 -0.189 -0.125 1.908 -1.715 -3.746
C 0.386 0.051 0.440 -0.101 1.499 1.569
C 0.174 1.048 1.562 -4.129 -0.275 2.266
N -2.942 1.410 0.323 -0.915 0.794 0.006
N -0.406 -2.232 0.617 2.404 -0.679 1.480
N -1.272 -1.646 0.023 -1.462 1.416 -0.283
N 0.711 -0.069 -1.917 0.895 3.206 0.349
H 1.695 -1.801 0.700 0.022 0.092 -0.411
H 0.947 -1.270 2.208 -0.792 -0.240 -1.645
H -1.169 -0.891 -2.401 0.240 0.179 -0.140
H -1.092 0.865 -2.231 -0.974 2.288 -0.609
H 1.311 1.659 -0.795 -0.641 2.182 -0.044
H 2.334 0.304 -0.682 -0.790 0.211 0.611
H -0.372 2.035 1.313 1.068 -1.603 -0.023
H 1.000 1.266 2.193 0.945 0.072 0.395
H -0.676 0.448 2.272 2.354 1.932 -1.393
H 1.096 -0.944 -2.048 0.873 -1.995 -0.130
```
Positions in Å, forces in eV/Å.

Values from the calculation:
Multiplicity = 1
Max |F| = 5.36 eV/A
Highest occupied orbital energy = -9.09 eV
ΔE to the lowest compared entry with this formula, charge and spin = 374.1 kJ/mol

=====

DFT (ωB97M-V/def2-TZVPD) results for C2H2N2O3 in the gas phase in a non-equilibrium geometry.

The geometry in XYZ format:
```
9
Properties=species:S:1:pos:R:3:forces:R:3
C -0.178 0.982 0.037 1.246 -0.021 -0.080
C 1.578 -0.204 -0.094 -0.569 -2.994 0.112
H -2.353 -0.915 0.291 0.426 -0.049 -0.642
H -0.890 1.741 0.038 -0.797 1.512 -0.169
N -0.628 -0.246 0.360 0.689 -1.363 -0.086
N 1.072 1.029 -0.193 0.145 3.400 -0.063
O -1.693 -0.637 -0.379 -2.135 -0.185 0.293
O 2.664 -0.677 -0.063 0.032 0.499 -0.174
O 0.428 -1.072 0.004 0.963 -0.798 0.810
```
Positions in Å, forces in eV/Å.

Values from the calculation:
Multiplicity = 1
Max |F| = 3.40 eV/A
Highest occupied orbital energy = -10.50 eV
ΔE to the lowest compared entry with this formula, charge and spin = 302.3 kJ/mol

=====

Listing E for the structures above in their given order: -88041.670 -106479.796 -13377.978 -11225.672 eV.